Entry 1:
Formula: CH2N3
Source: the Open Molecules 2025 dataset
Level of theory: the ωB97M-V functional and the def2-TZVPD basis

E_LUMO   -5.58 eV
Frontier orbital gap   13.538 eV
Max |F|   3.0 eV/A
Net charge   +1
Relative energy (zero: lowest compared OMol25 entry of this formula, charge and spin)   82.41 kJ/mol
M   56.05 u

```
6
Properties=species:S:1:pos:R:3:forces:R:3
H 0.297464 1.436693 0.002762 -0.42 0.22 0.00
N -2.492381 -0.020085 0.006742 0.86 -0.10 -0.02
C 0.511486 0.387088 0.000443 3.04 0.26 0.02
N -1.399394 -0.081494 -0.010004 -2.19 -0.42 0.01
H 1.699075 -1.340491 -0.003446 0.17 -0.12 0.01
N 1.383749 -0.381710 0.003503 -1.46 0.17 -0.02
```
Positions in Å, forces in eV/Å.

***

Entry 2:
Formula: CH2N3O2
Source: the Open Molecules 2025 dataset
Level of theory: the ωB97M-V functional and the def2-TZVPD basis

E_LUMO   -6.30 eV
Frontier orbital gap   8.803 eV
Max |F|   3.6 eV/A
Net charge   +1
Relative energy (zero: lowest compared OMol25 entry of this formula, charge and spin)   26.76 kJ/mol
SMILES string   O=C=[NH+]NN=O
M   88.05 u

```
8
Properties=species:S:1:pos:R:3:forces:R:3
N 0.885426 -0.072691 0.315760 -1.38 -1.66 0.68
H -1.250909 -0.488163 -0.121822 2.62 -1.19 0.83
N 1.658055 -0.405161 1.337659 0.80 -1.30 1.93
O 0.282932 -3.233481 0.087685 0.36 -1.47 0.31
O 2.630329 0.261520 1.499537 -0.76 0.03 -0.53
H 1.061621 0.712970 -0.193231 0.29 2.75 -2.37
C 0.062396 -2.144236 0.151679 -0.92 1.54 -0.71
N -0.233736 -0.896394 0.068420 -1.00 1.30 -0.14
```
Positions in Å, forces in eV/Å.

***

Entry 3:
Formula: CH2N3O3
Source: the Open Molecules 2025 dataset
Level of theory: the ωB97M-V functional and the def2-TZVPD basis

E_LUMO   4.26 eV
Frontier orbital gap   7.560 eV
Max |F|   4.5 eV/A
Net charge   -1
Relative energy (zero: lowest compared OMol25 entry of this formula, charge and spin)   540.39 kJ/mol
M   104.05 u

```
9
Properties=species:S:1:pos:R:3:forces:R:3
N 0.207899 -0.422526 1.238214 -0.46 4.01 -1.91
O 0.666232 0.883064 -1.115909 -0.04 -1.51 -0.74
N -0.113290 -0.026778 2.389997 1.36 -1.38 0.62
O -0.073642 0.218154 -3.119195 -0.19 -0.21 1.39
C -0.281758 0.342131 -1.922425 -0.54 0.83 -1.05
H 0.148498 -0.794502 3.074657 -0.85 0.32 -0.84
N 0.367251 1.176533 0.192831 -1.11 -1.23 1.88
O 0.392295 -1.514322 0.739936 0.44 -0.98 0.51
H -1.313486 0.138247 -1.478105 1.39 0.15 0.15
```
Positions in Å, forces in eV/Å.

***

Entry 4:
Formula: CH2N3O3
Source: the Open Molecules 2025 dataset
Level of theory: the ωB97M-V functional and the def2-TZVPD basis

E_LUMO (alpha / beta)   4.03 / 2.20 eV
2S+1   3
Frontier orbital gap (alpha / beta)   4.617 / 6.485 eV
Max |F|   5.1 eV/A
Net charge   -1
Relative energy (zero: lowest compared OMol25 entry of this formula, charge and spin)   118.10 kJ/mol
M   104.05 u
⟨S²⟩   2.011

```
9
Properties=species:S:1:pos:R:3:forces:R:3
N 1.765257 -0.018029 -0.235046 -1.24 -1.76 1.32
C 0.520925 -0.383554 0.215098 -1.37 -1.80 0.59
H 2.488112 -0.662770 -0.031457 0.80 -0.04 -0.36
N -1.759891 0.388763 0.063792 4.60 -0.33 2.11
N -0.342017 0.664830 0.214544 -1.80 2.04 -1.54
H 1.763421 0.830076 -0.691985 0.86 1.84 -0.92
O 0.195697 -1.511557 0.577509 1.16 -0.16 0.21
O -2.510138 1.237348 0.513832 -2.26 3.35 1.84
O -2.121363 -0.545110 -0.626283 -0.74 -3.13 -3.25
```
Positions in Å, forces in eV/Å.

***

Entry 5:
Formula: CH2N4O
Source: the Open Molecules 2025 dataset
Level of theory: the ωB97M-V functional and the def2-TZVPD basis

E_LUMO   0.28 eV
Frontier orbital gap   10.121 eV
Max |F|   12.6 eV/A
Net charge   0
Relative energy (zero: lowest compared OMol25 entry of this formula, charge and spin)   257.58 kJ/mol
SMILES string   O=c1[nH]nn[nH]1
M   86.05 u

```
8
Properties=species:S:1:pos:R:3:forces:R:3
N 0.218079 0.501727 0.826575 1.38 3.74 2.41
H -0.122632 -1.297045 -1.729115 -1.68 4.04 2.97
N -0.232279 -0.307017 -1.020420 6.12 -5.67 -9.43
N 1.215814 -0.001412 -0.907368 -0.39 2.35 -0.22
C -0.797586 -0.061685 0.049953 -3.62 -0.95 10.94
O -1.759618 -0.415781 0.792176 0.00 0.50 -3.20
N 1.384512 0.686544 0.154597 -1.89 -3.10 -0.65
H 0.093711 0.894669 1.833602 0.08 -0.92 -2.82
```
Positions in Å, forces in eV/Å.

***

Entry 6:
Formula: CH2N4O
Source: the Open Molecules 2025 dataset
Level of theory: the ωB97M-V functional and the def2-TZVPD basis

E_LUMO   -0.62 eV
Frontier orbital gap   8.251 eV
Max |F|   1.9 eV/A
Net charge   0
Relative energy (zero: lowest compared OMol25 entry of this formula, charge and spin)   406.93 kJ/mol
M   86.05 u

```
8
Properties=species:S:1:pos:R:3:forces:R:3
H 0.508212 0.205963 1.448000 -1.58 0.11 1.02
N -1.635403 0.091966 0.769646 0.65 0.02 0.05
H 2.236748 -0.092768 -0.812609 -0.04 -0.08 -0.60
N 1.545655 -0.001265 -0.096951 0.41 -0.08 -0.59
O -1.867733 -0.084022 -0.508177 -0.06 0.04 0.28
N -0.698660 -0.180847 -1.284833 0.48 0.02 0.17
C 0.281408 -0.049919 -0.367515 0.14 -0.01 -0.14
N -0.370226 0.110893 0.852439 0.00 -0.01 -0.19
```
Positions in Å, forces in eV/Å.

***

Entry 7:
Formula: CH2N4O
Source: the Open Molecules 2025 dataset
Level of theory: the ωB97M-V functional and the def2-TZVPD basis

E_LUMO   0.50 eV
Frontier orbital gap   11.417 eV
Max |F|   0.7 eV/A
Net charge   0
Relative energy (zero: lowest compared OMol25 entry of this formula, charge and spin)   221.86 kJ/mol
SMILES string   On1cnnn1
M   86.05 u

```
8
Properties=species:S:1:pos:R:3:forces:R:3
H -1.762549 -0.078686 0.816330 0.57 -0.07 -0.28
N 1.132083 -0.366157 -0.589989 -0.15 -0.27 -0.13
H 0.851099 2.022480 -0.047685 0.23 0.53 0.03
N -0.375552 -1.642562 0.318817 -0.07 -0.20 0.02
N 0.112125 0.369167 -0.168323 -0.19 -0.50 -0.05
C -0.813596 -0.411961 0.390063 -0.68 0.16 0.25
N 0.823889 -1.585719 -0.287922 0.26 0.32 0.05
O 0.032500 1.693438 -0.431291 0.02 0.03 0.09
```
Positions in Å, forces in eV/Å.

***

Entry 8:
Formula: CH2N4O3
Source: the Open Molecules 2025 dataset
Level of theory: the ωB97M-V functional and the def2-TZVPD basis

E_LUMO   -0.69 eV
Frontier orbital gap   9.362 eV
Max |F|   3.7 eV/A
Net charge   0
Relative energy (zero: lowest compared OMol25 entry of this formula, charge and spin)   210.41 kJ/mol
SMILES string   O/N=c1\nnon1O
M   118.05 u

```
10
Properties=species:S:1:pos:R:3:forces:R:3
N 0.907321 -0.528479 -0.531498 2.20 -0.91 0.67
C -0.343388 -0.119913 -0.111099 -2.65 -0.55 0.20
N -1.462544 -0.695809 -0.402356 1.63 0.60 0.74
H 2.262956 -1.814922 0.083582 -1.09 0.93 0.47
O -2.572459 -0.081225 0.060329 -1.09 0.74 0.09
N 0.807242 1.647507 0.066425 -0.61 1.50 1.49
O 1.561756 0.763229 -0.481840 2.57 -1.36 -2.29
N -0.265733 1.172448 0.409394 -1.61 0.89 0.44
H -2.510137 0.881651 0.345236 0.97 -1.42 -0.40
O 1.614989 -1.224488 0.561830 -0.32 -0.42 -1.41
```
Positions in Å, forces in eV/Å.

***

Entry 9:
Formula: CH2N5
Source: the Open Molecules 2025 dataset
Level of theory: the ωB97M-V functional and the def2-TZVPD basis

E_LUMO   -6.38 eV
Frontier orbital gap   8.601 eV
Max |F|   6.5 eV/A
Net charge   +1
Relative energy (zero: lowest compared OMol25 entry of this formula, charge and spin)   126.58 kJ/mol
M   84.06 u

```
8
Properties=species:S:1:pos:R:3:forces:R:3
H 0.097303 2.539012 -0.027561 -1.15 -1.64 0.08
H 1.257996 -2.133850 -0.156010 -0.30 -0.09 0.02
C -1.307921 -0.362205 0.047410 -1.07 -0.92 -0.20
N -0.773064 1.876470 0.003751 -1.18 6.44 -0.12
N 1.458339 -1.138698 -0.006322 -0.23 2.14 0.22
N 1.366636 -0.026927 0.113239 1.48 -2.17 -0.20
N -1.552059 -1.498712 0.003387 0.33 0.97 0.10
N -0.547229 0.744909 0.022106 2.13 -4.72 0.09
```
Positions in Å, forces in eV/Å.

***

Entry 10:
Formula: CH2NO2
Source: the Open Molecules 2025 dataset
Level of theory: the ωB97M-V functional and the def2-TZVPD basis

E_LUMO   4.61 eV
Frontier orbital gap   7.803 eV
Max |F|   3.8 eV/A
Net charge   -1
Relative energy (zero: lowest compared OMol25 entry of this formula, charge and spin)   132.97 kJ/mol
M   60.03 u

```
6
Properties=species:S:1:pos:R:3:forces:R:3
O -1.075578 -1.542841 -0.447013 0.67 -0.81 -0.43
O -1.312883 0.456674 0.547564 -0.77 0.79 0.67
H 0.878646 0.831958 0.711349 0.37 -0.40 -0.64
H 1.148558 0.612100 -0.836417 -0.05 1.29 -2.22
C -0.780081 -0.483262 0.023681 1.61 1.08 -0.08
N 1.141336 0.125372 0.000838 -1.83 -1.96 2.71
```
Positions in Å, forces in eV/Å.

***

Entry 11:
Formula: CH2NO2P
Source: the Open Molecules 2025 dataset
Level of theory: the ωB97M-V functional and the def2-TZVPD basis

E_LUMO   -0.16 eV
Frontier orbital gap   9.965 eV
Max |F|   2.0 eV/A
Net charge   0
Relative energy (zero: lowest compared OMol25 entry of this formula, charge and spin)   323.73 kJ/mol
M   91.01 u

```
7
Properties=species:S:1:pos:R:3:forces:R:3
H -0.277871 -0.305215 0.471991 -0.42 -0.52 0.40
P -0.679757 1.451827 -2.362241 0.19 -0.06 -0.79
N -0.682933 1.319111 -0.843114 -0.60 0.32 1.71
H 1.104991 0.498102 -0.329452 0.51 0.23 0.74
C 0.080745 0.163347 -0.415901 0.60 1.43 -1.26
O 0.190525 0.088121 -2.689498 -0.05 -0.66 0.10
O 0.088105 -0.747607 -1.486895 -0.24 -0.73 -0.88
```
Positions in Å, forces in eV/Å.

***

Entry 12:
Formula: CH2NO2S
Source: the Open Molecules 2025 dataset
Level of theory: the ωB97M-V functional and the def2-TZVPD basis

E_LUMO   4.05 eV
Frontier orbital gap   6.489 eV
Max |F|   1.3 eV/A
Net charge   -1
Relative energy (zero: lowest compared OMol25 entry of this formula, charge and spin)   0.80 kJ/mol
M   92.10 u

```
7
Properties=species:S:1:pos:R:3:forces:R:3
O -2.544739 -0.103563 -0.101699 0.52 0.64 0.10
N 1.448092 -0.326814 0.379504 0.40 0.74 -0.79
O -0.775982 1.392075 -0.095106 -0.14 -0.01 0.08
H 0.982022 0.568025 0.096275 0.95 -0.87 0.33
S 0.145163 -1.497718 0.079658 -0.20 0.58 -0.05
H 2.237496 -0.480405 -0.289852 -1.11 0.14 0.58
C -1.492055 0.448397 -0.068780 -0.42 -1.21 -0.26
```
Positions in Å, forces in eV/Å.